{"formula": "C4H4", "method": "wB97M-V/def2-TZVPD", "elements": ["C", "C", "H", "H", "C", "C", "H", "H"], "coordinates": [[-3.077534, 0.204141, 0.054539], [-2.053018, -0.279130, -0.295594], [-3.958485, 0.617979, 0.589064], [-1.031216, -0.529886, -0.714046], [2.037586, -0.428109, 0.047606], [3.073298, 0.246619, -0.071756], [1.273822, -0.931348, 0.711029], [3.735548, 1.099735, -0.320841]], "forces_ev_per_a": [[-2.4, 1.0, 1.7], [3.3, -0.6, -1.5], [1.1, -0.6, -1.0], [-2.1, 0.2, 0.8], [1.9, 1.1, 1.8], [-2.6, -0.3, -0.4], [1.2, 0.6, -1.6], [-0.5, -1.4, 0.3]], "smiles": "C#C.C#C", "spin_multiplicity": 1, "homo_energy_ev": -10.7, "homo_lumo_gap_ev": 11.86, "lumo_energy_ev": 1.143}

---

{"formula": "C4H4", "method": "wB97M-V/def2-TZVPD", "elements": ["C", "C", "C", "C", "H", "H", "H", "H"], "coordinates": [[-2.165473, 0.086618, -0.118955], [-0.999212, -0.217674, -0.038873], [0.414478, -0.573016, 0.190605], [1.397130, 0.246758, -0.188008], [-2.982445, 0.676225, 0.177863], [0.489572, -1.620590, 0.484789], [2.511397, 0.025730, -0.042196], [1.334550, 1.375950, -0.465223]], "forces_ev_per_a": [[1.4, 0.1, 0.5], [0.7, 0.1, 0.5], [-1.7, 0.2, -1.6], [2.4, 1.9, 0.7], [-1.0, 0.0, -0.3], [0.7, 0.4, 0.1], [-1.8, -0.3, -0.2], [-0.7, -2.3, 0.2]], "smiles": "C#CC=C", "spin_multiplicity": 1, "homo_energy_ev": -9.5, "homo_lumo_gap_ev": 10.21, "lumo_energy_ev": 0.742}

---

{"formula": "C4H4", "method": "wB97M-V/def2-TZVPD", "elements": ["C", "C", "H", "H", "C", "C", "H", "H"], "coordinates": [[1.278531, -0.091639, 0.869152], [2.430036, 0.004461, 0.568833], [0.262376, -0.080959, 1.074321], [3.469686, -0.062352, 0.281446], [-2.464979, 0.144863, -0.569579], [-1.316361, 0.059027, -0.931059], [-3.331898, 0.271051, 0.173474], [-0.327391, -0.244452, -1.466589]], "forces_ev_per_a": [[0.9, 0.3, -0.2], [1.0, -0.5, -0.3], [-1.1, -0.1, 0.4], [-0.6, 0.2, 0.2], [-1.0, 0.4, 2.5], [1.7, -1.2, -1.9], [1.6, -0.2, -2.0], [-2.4, 1.0, 1.4]], "smiles": "C#C.C#C", "spin_multiplicity": 1, "homo_energy_ev": -10.7, "homo_lumo_gap_ev": 11.85, "lumo_energy_ev": 1.190}

---

{"formula": "C4H4", "method": "wB97M-V/def2-TZVPD", "elements": ["C", "C", "C", "C", "H", "H", "H", "H"], "coordinates": [[0.358666, -1.177961, -0.925889], [0.653368, -2.203379, -1.561017], [0.860455, -0.071998, 0.064180], [-0.544382, -0.096881, -0.429439], [1.214651, -0.519177, 0.885600], [1.547324, 0.523219, -0.506788], [-0.839001, 0.523626, -1.360021], [-1.530070, -0.374398, 0.788254]], "forces_ev_per_a": [[-1.1, 1.7, 2.0], [0.6, -1.8, -1.1], [-1.3, 0.7, -5.0], [-2.0, -0.2, 2.3], [0.7, -1.1, 3.4], [0.3, 0.6, 0.3], [0.1, -0.6, 2.3], [2.7, 0.7, -4.1]], "spin_multiplicity": 1, "homo_energy_ev": -10.0, "homo_lumo_gap_ev": 9.73, "lumo_energy_ev": -0.314}

---

{"formula": "C4H4", "method": "wB97M-V/def2-TZVPD", "elements": ["C", "C", "C", "C", "H", "H", "H", "H"], "coordinates": [[-3.300427, -0.122265, 0.036888], [-2.100022, -0.078982, 0.052524], [1.632177, -0.457489, -0.109325], [0.481484, 0.194142, -0.080373], [-4.227404, -0.501114, -0.205065], [1.858860, -1.360727, 0.347308], [2.561952, -0.073991, -0.667646], [0.158943, 1.192214, -0.458789]], "forces_ev_per_a": [[1.0, -0.2, -0.1], [2.8, 0.1, 0.4], [-0.4, 1.8, -0.9], [-0.2, 1.3, -1.3], [-1.7, -0.1, -0.1], [-0.1, -1.8, 0.8], [-1.7, 0.1, 0.8], [0.3, -1.3, 0.4]], "spin_multiplicity": 1, "homo_energy_ev": [-10.2, -9.8], "homo_lumo_gap_ev": [8.99, 7.88], "lumo_energy_ev": [-1.182, -1.931]}

---

{"formula": "C4H40N2O15", "method": "wB97M-V/def2-TZVPD", "elements": ["C", "C", "C", "O", "N", "C", "N", "H", "H", "H", "H", "H", "H", "H", "H", "H", "H", "H", "H", "H", "H", "O", "H", "H", "O", "H", "H", "O", "H", "H", "O", "H", "H", "O", "H", "H", "O", "H", "H", "O", "H", "H", "O", "H", "H", "O", "H", "H", "O", "H", "H", "O", "H", "H", "O", "H", "H", "O", "H", "H", "O"], "coordinates": [[-0.027231, 0.305814, -0.167951], [-0.508409, -0.357559, -1.516380], [-1.832917, 0.295063, -1.997948], [0.464262, -0.041661, -2.440962], [-0.106047, -0.672673, 0.897452], [1.010907, -0.572547, 1.897204], [2.366170, -0.572880, 1.340252], [1.077026, 0.562898, -0.608218], [-0.590195, 1.252534, -0.156818], [-0.668189, -1.355031, -1.334491], [-1.924459, 1.322324, -2.187267], [-2.630068, 0.110118, -1.291874], [-2.056676, -0.202985, -2.957434], [1.314033, -0.487472, -2.347861], [-0.976718, -0.336063, 1.387342], [0.901218, 0.405754, 2.498188], [0.968537, -1.344619, 2.610199], [2.487639, 0.328562, 0.938675], [2.440005, -1.300107, 0.680941], [-2.729072, 2.982218, 1.635070], [-3.712825, 1.967785, 1.933610], [-3.200631, 2.534573, 2.422497], [-0.792911, -3.884750, 2.708104], [0.376915, -3.013870, 2.167138], [-0.186238, -3.227473, 2.969363], [0.459833, -2.633033, -0.110285], [0.807642, -4.122696, -0.239337], [0.985916, -3.344514, -0.624108], [-3.034045, -0.960772, 3.365410], [-2.705822, -1.934259, 2.171783], [-3.446844, -1.595079, 2.754857], [0.473142, 1.634797, -2.519467], [1.545909, 2.550160, -2.903913], [0.588386, 2.593514, -2.625994], [3.135528, 1.546169, -2.521103], [3.220853, 0.422951, -3.475211], [3.148800, 1.304047, -3.344929], [0.282838, 3.313495, -1.284861], [-0.173839, 4.571424, -0.576541], [-0.057207, 3.587416, -0.435576], [2.580294, -1.999575, -2.735432], [2.649377, -2.031834, -1.130879], [3.018950, -1.584153, -1.923014], [-1.215522, 0.729132, 3.749229], [-2.536040, 1.344651, 3.296114], [-2.280363, 0.439740, 3.781086], [0.592990, -2.604517, -3.655818], [1.078320, -3.585467, -2.514039], [1.322619, -2.986964, -3.216412], [0.908365, 3.308824, 0.689525], [1.407668, 3.850476, 2.132370], [1.429508, 3.186862, 1.481894], [-2.656991, -3.091764, 0.390503], [-1.393714, -2.105220, 0.638207], [-1.683569, -3.053977, 0.549652], [-3.520075, -0.105544, 1.864185], [-4.630075, 0.114569, 0.563983], [-3.729907, 0.406042, 1.031397], [2.440279, 3.257523, -0.433222], [3.816952, 2.857546, -0.529949], [3.039679, 2.951616, -0.987255]], "forces_ev_per_a": [[2.2, 0.0, -3.9], [-0.9, 4.3, 1.4], [0.1, -2.7, -0.6], [0.2, -0.2, -2.5], [-0.8, 1.2, 1.4], [0.7, 2.6, 0.3], [-1.7, 0.6, 1.6], [-2.3, -0.4, 2.4], [0.3, -0.3, 1.2], [-0.2, -2.6, -0.1], [0.9, 1.7, -0.1], [-0.2, -0.5, 0.3], [-0.3, 0.2, 0.3], [0.2, -0.4, 0.6], [1.0, -0.9, 0.0], [0.3, -1.3, -0.9], [-0.5, -1.0, 0.7], [0.6, 0.5, -0.7], [0.4, -0.8, -1.0], [-0.6, -0.7, 2.1], [-2.5, -2.8, -1.9], [3.3, 4.1, -0.2], [-1.1, -1.1, -0.7], [-1.3, -0.7, 1.5], [2.3, 1.6, -0.6], [0.9, -1.6, -1.2], [-1.2, -4.5, 2.4], [0.3, 5.9, -0.8], [0.5, -0.2, 0.3], [-1.1, 0.3, 1.4], [0.7, -1.0, -1.3], [-0.4, -0.4, -0.1], [-1.2, 0.5, 0.1], [1.8, 0.1, -0.9], [0.2, 1.7, 7.6], [0.4, -4.2, -0.1], [-0.4, 2.6, -7.3], [0.4, -1.0, -1.8], [0.1, -1.6, 0.5], [-1.4, 3.0, 0.9], [0.5, 0.0, 1.8], [0.2, 0.0, -1.2], [-0.4, 0.2, -0.4], [-4.0, -1.8, 0.6], [-0.2, -1.8, 1.0], [4.6, 4.1, -1.2], [-1.5, 0.3, -0.5], [-0.6, 0.1, 0.4], [1.6, -0.5, -0.9], [-1.2, 0.9, -0.3], [-0.4, 1.4, 0.7], [2.0, -2.5, 0.6], [1.2, 0.2, 0.0], [-0.3, -0.9, -0.2], [-1.1, 0.5, 0.0], [-1.2, -0.4, -1.2], [3.1, 0.5, 2.2], [-2.3, -0.3, -1.7], [-4.3, 2.2, 4.3], [2.9, -0.3, 1.8], [1.7, -2.0, -6.0]], "spin_multiplicity": 1, "homo_energy_ev": -9.9, "homo_lumo_gap_ev": 9.94, "lumo_energy_ev": 0.032}

---

The max |F| results, record by record, are as follows: 3.71 3.08 3.01 5.20 2.81 7.79 eV/Å.